#P
Density functional theory data (ωB97M-V/def2-TZVPD) for C3H28NO11 as an isolated structure.

Its LUMO energy is 2.91 eV. The charge is -1. As for the HOMO energy: -6.20 eV.

Geometry (Å):
O1 0.89 -1.80 2.25
O2 0.34 -0.60 -2.18
O3 2.46 0.38 2.43
O4 3.20 1.21 -0.35
O5 -2.69 2.85 3.00
O6 2.74 -1.81 -2.35
O7 -1.88 -3.06 1.02
O8 0.71 1.91 -1.64
O9 -0.60 1.23 2.87
O10 1.51 2.88 2.16
O11 0.36 -2.10 -0.29
N1 -2.40 0.48 -2.02
C1 -3.00 0.66 -0.71
C2 -0.70 -0.92 -3.09
C3 -2.07 -0.87 -2.41
H1 2.00 2.03 2.19
H2 0.19 1.96 -0.81
H3 0.88 -2.69 -0.85
H4 -2.55 -3.00 0.33
H5 -0.16 1.91 2.36
H6 -2.81 -1.27 -3.12
H7 -0.71 -0.21 -3.92
H8 -2.02 -1.66 -1.66
H9 -0.09 0.41 2.85
H10 3.30 0.42 1.98
H11 2.67 -1.89 -1.40
H12 0.79 0.91 -1.81
H13 -1.17 -2.52 0.62
H14 -2.54 1.49 -0.17
H15 -0.56 -1.97 -3.39
H16 0.20 -2.36 2.63
H17 -3.42 2.54 2.44
H18 3.31 0.29 -0.62
H19 2.46 1.44 -0.93
H20 1.78 3.20 1.27
H21 0.25 -1.41 -1.18
H22 1.97 -0.39 2.06
H23 -1.52 0.97 -2.01
H24 -2.97 -0.26 -0.17
H25 -2.14 2.05 3.04
H26 0.76 -1.87 1.26
H27 1.88 -1.39 -2.57
H28 -4.08 0.76 -0.78

#Q
Density functional theory data (ωB97M-V/def2-TZVPD) for a 11-piece molecular cluster, C3H28NO11 overall.

Its LUMO energy is 2.71 eV. The charge is -1. As for the HOMO energy: -6.57 eV.

Geometry (Å):
O1 -0.84 -3.46 -2.29
O2 2.08 3.07 -1.72
O3 -0.37 -0.17 1.49
O4 2.09 -0.22 1.92
O5 -2.76 0.76 2.54
O6 3.51 -0.44 -0.19
O7 -0.27 -3.24 0.37
O8 -0.78 1.92 -2.19
O9 -0.43 2.30 2.88
O10 2.01 2.22 1.66
O11 2.47 -1.26 -2.32
N1 -1.06 -0.28 -1.31
C1 -0.56 0.54 -2.43
C2 -2.45 -0.11 -0.76
C3 -2.86 -1.29 0.09
H1 0.46 0.27 -2.69
H2 -2.64 -2.31 -0.30
H3 3.00 -0.46 0.69
H4 -0.52 -3.55 -1.37
H5 2.27 -0.54 2.81
H6 0.20 -2.42 0.17
H7 0.28 -3.79 0.95
H8 -3.92 -1.42 0.29
H9 -0.27 1.69 3.61
H10 -1.10 0.23 -3.33
H11 -2.11 0.12 2.19
H12 2.24 3.10 -0.77
H13 -2.39 -1.33 1.08
H14 2.92 -1.15 -1.41
H15 -2.28 1.58 2.71
H16 -3.16 -0.18 -1.59
H17 1.54 -1.36 -2.07
H18 2.18 1.17 1.85
H19 2.96 0.28 -0.56
H20 2.79 2.73 1.86
H21 0.39 2.57 2.42
H22 -2.73 0.86 -0.34
H23 1.18 3.30 -1.93
H24 -0.53 0.75 1.22
H25 0.70 -0.29 1.59
H26 0.08 2.25 -1.94
H27 -0.53 0.09 -0.47
H28 -0.80 -2.51 -2.41

Energy ordering: #P at the bottom, the next structure 94.8 kJ/mol above.

#P
Density functional theory data (ωB97M-V/def2-TZVPD) for an isolated molecule of C3H8ClNS.

Its LUMO energy is 0.62 eV. The charge is 0. As for the HOMO energy: -9.48 eV. Its SMILES is CN[C@](C)(S)Cl.

Geometry (Å):
Cl1 -1.56 1.42 0.20
S1 -1.78 -1.61 -0.30
N1 0.36 -0.23 -0.96
C1 -0.45 -0.39 0.14
C2 1.35 0.81 -0.99
C3 0.04 -0.60 1.51
H1 1.26 1.17 -2.05
H2 -2.78 -0.64 -0.53
H3 -0.24 -0.21 -1.79
H4 0.74 0.15 1.95
H5 -0.80 -0.25 2.15
H6 0.31 -1.55 1.65
H7 1.26 1.56 -0.16
H8 2.30 0.38 -0.81

#Q
Density functional theory data (ωB97M-V/def2-TZVPD) for a 2-piece molecular cluster, C3H8ClNS overall.

Its LUMO energy is -0.41 eV. The charge is 0. As for the HOMO energy: -7.89 eV.

Geometry (Å):
Cl1 -2.79 1.22 0.95
S1 -2.25 -1.26 -0.24
N1 1.04 0.55 0.40
C1 0.56 0.85 -0.92
C2 -2.23 0.48 -0.46
C3 1.06 -0.87 1.02
H1 0.68 -1.59 0.25
H2 -0.53 0.68 -1.05
H3 2.10 -1.14 1.37
H4 1.10 0.33 -1.74
H5 -1.68 -1.50 -1.43
H6 0.70 1.99 -1.01
H7 0.57 -0.90 2.00
H8 1.67 1.16 0.86

Energy ordering: #P at the bottom, the next structure 285.8 kJ/mol above.

#P
Density functional theory data (ωB97M-V/def2-TZVPD) for an isolated molecule of C3H5ClO.

Its LUMO energy is 0.81 eV. The charge is 0. As for the HOMO energy: -9.63 eV. Its SMILES is C=C(Cl)CO.

Geometry (Å):
Cl1 -1.33 -1.49 -0.05
O1 1.60 -0.84 -0.56
C1 -1.18 1.11 -0.31
C2 -0.64 -0.01 0.16
C3 0.77 -0.28 0.48
H1 1.13 -1.73 -0.83
H2 -0.68 2.07 0.02
H3 1.37 0.61 0.74
H4 -1.92 1.32 -1.05
H5 0.89 -0.76 1.40

#Q
Density functional theory data (ωB97M-V/def2-TZVPD) for an isolated molecule of C3H5ClO.

Its LUMO energy is 0.70 eV. The charge is 0. As for the HOMO energy: -9.37 eV. Its SMILES is OC/C=C/Cl.

Geometry (Å):
Cl1 0.60 0.63 -1.92
O1 -1.49 -0.71 1.43
C1 -0.16 -0.58 1.89
C2 0.02 0.25 -0.36
C3 0.67 -0.11 0.71
H1 0.26 -1.57 2.36
H2 -1.04 0.36 -0.04
H3 -2.18 -1.05 2.09
H4 -0.20 0.16 2.70
H5 1.73 -0.35 0.66

#R
Density functional theory data (ωB97M-V/def2-TZVPD) for an isolated molecule of C3H5ClO.

Its LUMO energy is 0.82 eV. The charge is 0. As for the HOMO energy: -9.99 eV. Its SMILES is CC(=O)CCl.

Geometry (Å):
Cl1 -1.64 -0.39 -1.37
O1 0.64 1.44 1.08
C1 1.10 -0.58 -0.16
C2 -1.25 0.35 0.14
C3 0.22 0.42 0.51
H1 2.30 -0.41 -0.32
H2 -1.68 -0.17 1.01
H3 -1.54 1.43 0.17
H4 0.74 -0.40 -1.10
H5 1.12 -1.69 0.04

Energy ordering: #R at the bottom, the next structure 39.7 kJ/mol above.

#P
Density functional theory data (ωB97M-V/def2-TZVPD) for a 2-piece molecular cluster, C2H3I2NO overall.

Its LUMO energy (spin up / spin down) is -2.51 / -1.27 eV. The charge is 0. As for the HOMO energy (spin up / spin down): -7.83 / -9.09 eV.

Geometry (Å):
I1 -3.18 -2.52 -0.02
I2 -3.31 1.61 -0.02
O1 0.68 0.97 -0.04
N1 -0.48 0.30 -0.12
C1 -1.64 0.46 -0.10
C2 1.73 0.01 0.03
H1 2.07 -0.30 0.97
H2 1.41 -0.95 -0.46
H3 2.72 0.42 -0.24

#Q
Density functional theory data (ωB97M-V/def2-TZVPD) for C2H3I2NO as an isolated structure.

Its LUMO energy (spin up / spin down) is -1.70 / -1.71 eV. The charge is 0. As for the HOMO energy (spin up / spin down): -8.80 / -8.81 eV.

Geometry (Å):
I1 1.73 -1.44 0.15
I2 0.93 2.08 0.32
O1 0.77 -0.31 -1.53
N1 0.29 -1.26 1.44
C1 -0.46 -0.05 -1.11
C2 -0.74 0.99 -0.37
H1 -1.31 -0.76 -1.12
H2 0.46 -0.62 2.28
H3 -1.67 1.38 -0.05

Energy ordering: #Q at the bottom, the next structure 22.8 kJ/mol above.

#P
Density functional theory data (ωB97M-V/def2-TZVPD) for an isolated molecule of C3H5N3O.

Its LUMO energy (spin up / spin down) is 0.47 / 0.47 eV. The charge is 0. As for the HOMO energy (spin up / spin down): -7.80 / -7.80 eV.

Geometry (Å):
O1 -1.23 -0.11 2.12
N1 0.09 0.93 0.54
N2 1.81 1.18 -0.89
N3 -0.43 -1.22 -1.13
C1 -0.65 -0.04 0.89
C2 -1.02 -1.14 -0.01
C3 0.50 1.26 -0.69
H1 -0.84 -1.96 -1.71
H2 -1.02 0.72 2.58
H3 -1.84 -1.79 0.33
H4 2.46 0.74 -0.25
H5 2.17 1.44 -1.79

#Q
Density functional theory data (ωB97M-V/def2-TZVPD) for C3H5N3O as an isolated structure.

Its LUMO energy (spin up / spin down) is -0.57 / -0.49 eV. The charge is 0. As for the HOMO energy (spin up / spin down): -8.66 / -8.56 eV.

Geometry (Å):
O1 -2.56 0.22 0.81
N1 0.72 -1.17 -1.38
N2 -0.56 -1.33 -1.28
N3 -1.40 0.35 0.05
C1 -0.59 -0.70 0.28
C2 0.83 -0.51 -0.19
C3 1.70 0.67 0.00
H1 1.72 0.94 1.06
H2 -0.86 -1.48 0.98
H3 1.35 1.54 -0.56
H4 2.71 0.44 -0.35
H5 -3.06 1.02 0.58

Energy ordering: #P at the bottom, the next structure 419.1 kJ/mol above.

#P
Density functional theory data (ωB97M-V/def2-TZVPD) for an isolated molecule of C3H5N3O.

Its LUMO energy is 0.43 eV. The charge is 0. As for the HOMO energy: -10.10 eV. Its SMILES is CNNC(=O)C#N.

Geometry (Å):
O1 -0.93 0.42 2.14
N1 0.60 -0.99 0.09
N2 -3.52 1.70 -0.08
N3 -0.72 -0.08 -0.15
C1 -2.52 1.23 0.23
C2 -1.05 0.50 0.97
C3 1.77 -0.56 -0.64
H1 2.19 0.40 -0.31
H2 -0.69 0.39 -1.05
H3 2.51 -1.36 -0.57
H4 0.85 -1.20 1.05
H5 1.52 -0.47 -1.70

#Q
Density functional theory data (ωB97M-V/def2-TZVPD) for an isolated molecule of C3H5N3O.

Its LUMO energy is 0.97 eV. The charge is 0. As for the HOMO energy: -8.59 eV. Its SMILES is NC1=C[C@H]1/N=N/O.

Geometry (Å):
O1 2.92 0.31 -1.22
N1 -1.36 0.07 -0.68
N2 1.68 0.08 -0.69
N3 1.65 0.29 0.54
C1 -0.59 -0.53 0.22
C2 -0.10 -1.40 1.08
C3 0.44 -0.02 1.20
H1 3.52 0.32 -0.42
H2 0.21 0.63 2.01
H3 0.07 -2.42 1.36
H4 -2.09 -0.29 -1.07
H5 -1.27 1.09 -0.66

Energy ordering: #P at the bottom, the next structure 145.9 kJ/mol above.

#P
Density functional theory data (ωB97M-V/def2-TZVPD) for an isolated molecule of C3H5N3O.

Its LUMO energy is 0.76 eV. The charge is 0. As for the HOMO energy: -8.50 eV. Its SMILES is N#CN(N)/C=C/O.

Geometry (Å):
O1 -1.72 2.15 -0.58
N1 1.13 -1.20 -2.15
N2 1.04 -1.23 1.36
N3 0.27 -0.85 0.26
C1 -1.22 0.89 -0.61
C2 -0.22 0.45 0.21
C3 0.73 -0.86 -1.12
H1 2.04 -1.12 1.21
H2 -1.46 2.59 0.25
H3 0.15 1.07 1.03
H4 -1.60 0.31 -1.44
H5 0.84 -2.20 1.59

#Q
Density functional theory data (ωB97M-V/def2-TZVPD) for an isolated molecule of C3H5N3O.

Its LUMO energy is 0.52 eV. The charge is 0. As for the HOMO energy: -9.45 eV. Its SMILES is Cn1[nH]cnc1=O.

Geometry (Å):
O1 0.28 -2.37 0.01
N1 -0.02 1.07 -0.53
N2 0.31 -0.08 0.26
N3 -0.26 -0.84 -1.75
C1 -0.04 0.02 1.68
C2 -0.29 0.46 -1.81
C3 0.05 -1.28 -0.47
H1 0.21 -0.89 2.11
H2 -1.11 0.31 1.87
H3 0.55 0.85 2.08
H4 0.83 1.78 -0.72
H5 -0.49 0.97 -2.74

Energy ordering: #Q at the bottom, the next structure 217.8 kJ/mol above.

#P
Density functional theory data (ωB97M-V/def2-TZVPD) for an isolated molecule of C3H5N3O.

Its LUMO energy is -0.02 eV. The charge is 0. As for the HOMO energy: -8.75 eV. Its SMILES is N=C=CNC(N)=O.

Geometry (Å):
O1 -2.31 -1.26 0.39
N1 2.04 0.13 0.02
N2 -0.05 -1.39 -0.25
N3 -1.14 0.66 0.13
C1 1.22 1.06 0.26
C2 -0.03 1.39 -0.14
C3 -1.21 -0.77 0.12
H1 -0.19 2.36 -0.61
H2 2.87 0.01 0.59
H3 1.09 -0.90 -0.39
H4 -0.24 -2.39 -0.22
H5 -2.05 1.10 0.11

#Q
Density functional theory data (ωB97M-V/def2-TZVPD) for an isolated molecule of C3H5N3O.

Its LUMO energy is 0.73 eV. The charge is 0. As for the HOMO energy: -9.84 eV. Its SMILES is [H]/N=c1/ncon1C.

Geometry (Å):
O1 -0.52 1.09 -0.93
N1 0.20 -2.04 0.44
N2 0.59 0.23 -0.28
N3 -0.82 -1.15 -1.51
C1 -0.06 -1.06 -0.31
C2 0.70 0.90 0.99
C3 -1.18 0.08 -1.61
H1 -1.89 0.84 -2.16
H2 1.01 0.02 1.87
H3 -0.25 1.19 1.31
H4 0.67 -1.78 1.51
H5 1.54 1.67 0.67

Energy ordering: #P at the bottom, the next structure 255.0 kJ/mol above.

#P
Density functional theory data (ωB97M-V/def2-TZVPD) for an isolated molecule of C3H5N3O.

Its LUMO energy is 0.71 eV. The charge is 0. As for the HOMO energy: -9.30 eV. Its SMILES is [H]/N=C(\N)[C@@H]1NC1=O.

Geometry (Å):
O1 -0.06 0.51 2.57
N1 0.73 -1.37 1.22
N2 -0.09 0.81 -1.71
N3 -1.37 -0.23 0.00
C1 0.93 -0.23 0.28
C2 0.41 -0.14 1.69
C3 -0.27 0.10 -0.55
H1 -0.88 1.33 -2.06
H2 0.01 -2.05 0.99
H3 1.95 -0.08 -0.07
H4 -2.19 0.21 -0.39
H5 0.82 1.15 -1.98

#Q
Density functional theory data (ωB97M-V/def2-TZVPD) for an isolated molecule of C3H5N3O.

Its LUMO energy is 0.93 eV. The charge is 0. As for the HOMO energy: -8.89 eV. Its SMILES is COc1c[nH]nn1.

Geometry (Å):
O1 1.12 0.72 0.23
N1 -1.03 -1.45 -1.31
N2 -1.83 -0.76 -0.48
N3 -1.12 0.14 0.17
C1 0.74 1.47 1.38
C2 0.17 -0.11 -0.21
C3 0.27 -1.09 -1.14
H1 1.68 1.87 1.84
H2 0.04 2.27 0.99
H3 1.10 -1.56 -1.69
H4 -1.46 -2.16 -1.85
H5 0.33 0.67 2.05

Energy ordering: #P at the bottom, the next structure 24.7 kJ/mol above.

#P
Density functional theory data (ωB97M-V/def2-TZVPD) for an isolated molecule of C3H5N3O.

Its LUMO energy is -0.17 eV. The charge is 0. As for the HOMO energy: -10.37 eV. Its SMILES is OCC1=NCN=N1.

Geometry (Å):
O1 -0.29 0.57 2.40
N1 0.06 -1.80 -0.77
N2 0.12 -1.20 0.32
N3 -0.21 0.48 -1.19
C1 0.09 1.17 1.19
C2 -0.04 0.22 0.05
C3 -0.14 -0.80 -1.82
H1 -1.02 -1.06 -2.41
H2 0.74 -0.86 -2.48
H3 -0.57 2.03 1.03
H4 1.12 1.55 1.23
H5 0.14 -0.29 2.44

#Q
Density functional theory data (ωB97M-V/def2-TZVPD) for an isolated molecule of C3H5N3O.

Its LUMO energy is 0.80 eV. The charge is 0. As for the HOMO energy: -9.52 eV. Its SMILES is Cc1cnnn1O.

Geometry (Å):
O1 1.52 -1.63 -0.08
N1 1.04 -0.38 0.11
N2 1.51 1.59 0.08
N3 1.99 0.45 0.04
C1 -1.63 -0.37 0.07
C2 0.10 1.50 -0.08
C3 -0.19 0.12 -0.07
H1 -2.44 0.23 -0.10
H2 -1.82 -1.04 1.00
H3 -1.88 -1.10 -0.66
H4 -0.65 2.31 -0.26
H5 2.44 -1.66 -0.06

Energy ordering: #P at the bottom, the next structure 241.9 kJ/mol above.

#P
Density functional theory data (ωB97M-V/def2-TZVPD) for an isolated molecule of C3H5N3O.

Its LUMO energy is 0.77 eV. The charge is 0. As for the HOMO energy: -9.02 eV. Its SMILES is Cn1[nH]ncc1=O.

Geometry (Å):
O1 -0.36 2.15 0.01
N1 0.82 -1.07 0.09
N2 1.98 -0.40 0.04
N3 -0.22 -0.19 -0.16
C1 0.26 1.10 -0.04
C2 -1.62 -0.51 0.07
C3 1.73 0.87 0.03
H1 0.76 -1.89 -0.49
H2 2.52 1.58 0.05
H3 -1.79 -0.96 1.07
H4 -2.12 0.49 0.07
H5 -1.97 -1.17 -0.75

#Q
Density functional theory data (ωB97M-V/def2-TZVPD) for a 2-piece molecular cluster, C3H5N3O overall.

Its LUMO energy is 0.61 eV. The charge is 0. As for the HOMO energy: -7.38 eV.

Geometry (Å):
O1 -2.33 -0.59 0.00
N1 0.79 1.32 0.09
N2 -1.06 -0.01 -0.09
N3 2.35 -0.50 0.12
C1 -0.14 -1.00 -0.15
C2 -0.50 1.31 -0.12
C3 1.03 -0.15 -0.02
H1 -0.16 -2.04 0.06
H2 -1.04 2.18 0.20
H3 2.97 0.04 -0.56
H4 -2.79 -0.19 0.83
H5 2.64 -1.85 0.30

Energy ordering: #P at the bottom, the next structure 377.4 kJ/mol above.

#P
Density functional theory data (ωB97M-V/def2-TZVPD) for an isolated molecule of C10H11NO.

Its LUMO energy is 0.81 eV. The charge is 0. As for the HOMO energy: -7.74 eV. Its SMILES is COc1ccc2ccn(C)c2c1.

Geometry (Å):
O1 2.52 -1.75 -0.17
N1 -1.71 0.80 0.38
C1 1.92 0.13 -1.50
C2 -0.11 1.43 -1.06
C3 1.04 1.14 -1.83
C4 2.09 -2.67 0.80
C5 -1.10 2.49 -0.92
C6 -2.39 0.07 1.38
C7 0.31 -0.65 0.22
C8 -2.05 2.09 -0.08
C9 -0.51 0.44 -0.13
C10 1.59 -0.78 -0.46
H1 -3.38 0.48 1.59
H2 2.09 -2.30 1.84
H3 -2.96 2.59 0.17
H4 -1.94 0.00 2.41
H5 0.13 -1.17 1.15
H6 2.87 -0.10 -1.98
H7 -2.54 -1.01 1.13
H8 1.34 1.88 -2.61
H9 -1.13 3.40 -1.43
H10 1.08 -3.03 0.41
H11 2.86 -3.48 0.71

#Q
Density functional theory data (ωB97M-V/def2-TZVPD) for an isolated molecule of C10H11NO.

Its LUMO energy is 0.95 eV. The charge is 0. As for the HOMO energy: -9.10 eV. Its SMILES is c1ccc([C@@]23CCCN2O3)cc1.

Geometry (Å):
O1 0.99 -0.66 1.72
N1 0.02 -1.65 1.37
C1 0.63 0.14 -0.65
C2 0.15 -0.13 0.78
C3 -0.33 -0.03 -1.62
C4 0.01 0.22 -2.93
C5 -1.14 -1.62 2.23
C6 1.84 0.65 -0.91
C7 1.27 0.74 -3.27
C8 -1.55 -0.15 2.53
C9 2.24 0.95 -2.19
C10 -0.91 0.74 1.34
H1 -1.62 0.99 0.61
H2 -0.83 -2.12 3.12
H3 3.20 1.27 -2.32
H4 -0.42 1.57 1.76
H5 -1.92 -2.28 1.99
H6 -1.19 -0.58 -1.31
H7 -2.55 -0.17 2.56
H8 1.44 1.12 -4.27
H9 2.57 0.55 -0.16
H10 -0.72 0.15 -3.78
H11 -1.16 0.31 3.39

Energy ordering: #P at the bottom, the next structure 269.9 kJ/mol above.